Record 1
50
Properties=species:S:1:pos:R:3:forces:R:3 method="wB97M-V/def2-TZVPD" homo_energy_ev=-14.717 orbital_gap_ev=8.4 relative_energy_kcal_mol=9.2 charge=+2
Lu 0.1083 0.4398 0.6063 -1.868 0.262 -2.705
O 2.1592 0.1395 0.3193 0.411 -0.182 0.707
C 2.7567 -0.0933 1.7689 0.347 -0.009 0.366
C 1.6260 -0.1166 2.8637 -0.349 0.088 -0.262
O 1.9492 -0.3830 3.9655 -0.010 -0.058 0.242
O 0.3540 0.2076 2.4803 1.115 -0.394 1.807
C 3.5293 1.1871 2.0683 -0.047 0.001 -0.156
C 2.8305 2.3881 1.8753 0.044 -0.104 0.063
C 3.4060 3.6120 2.1480 0.070 0.010 0.033
C 4.7056 3.6645 2.6387 -0.010 0.051 0.000
C 5.3892 2.4882 2.8819 -0.003 -0.038 0.002
C 4.8059 1.2546 2.6090 -0.002 0.001 0.092
C 3.3510 -1.4830 1.6907 0.123 0.131 -0.001
C 4.7062 -1.7808 1.6564 0.075 -0.035 -0.241
C 5.1333 -3.1027 1.5597 0.014 0.059 0.000
C 4.2189 -4.1362 1.4852 -0.066 -0.017 0.002
C 2.8567 -3.8494 1.4927 0.112 -0.049 -0.018
C 2.4408 -2.5386 1.5932 -0.063 -0.044 0.115
H 2.9377 0.1719 -0.2548 -0.076 -0.025 -0.111
H 1.7898 2.3801 1.5634 0.060 0.036 -0.098
H 2.8446 4.5268 2.0049 -0.002 -0.027 -0.002
H 5.1661 4.6185 2.8585 -0.003 -0.021 -0.008
H 6.3847 2.5180 3.3037 -0.010 -0.007 -0.005
H 5.3501 0.3665 2.8775 -0.016 -0.020 0.031
H 5.4565 -1.0097 1.6647 0.010 0.027 -0.018
H 6.1940 -3.3146 1.5403 -0.017 0.008 0.004
H 4.5576 -5.1617 1.4197 -0.004 0.025 -0.002
H 2.1312 -4.6498 1.4343 0.008 0.022 0.005
H 1.3730 -2.3484 1.6331 -0.123 0.059 0.041
N -1.7004 -1.1233 0.2716 0.128 0.051 0.193
N -2.3117 0.1911 0.4054 0.064 -0.051 -0.097
H -2.1849 -1.6978 -0.4125 0.112 -0.066 -0.115
H -1.7985 -1.5994 1.1668 -0.018 -0.079 0.024
H -3.1286 0.1666 1.0097 0.014 0.048 0.114
H -2.6388 0.4745 -0.5143 -0.053 0.061 -0.014
C -0.5888 5.7529 0.9383 -0.030 -0.089 -0.037
C -0.4268 5.1473 -0.4712 0.156 -0.213 0.188
C 0.8731 5.6446 -1.1296 -0.024 -0.069 -0.036
C -1.6508 5.4503 -1.3467 -0.014 -0.024 -0.039
C -0.3129 3.6819 -0.3093 -0.150 0.506 -0.204
N -0.2301 2.5404 -0.1916 0.082 0.126 0.137
H -0.5778 6.8376 0.8368 -0.019 -0.014 0.001
H 0.2280 5.4635 1.6005 -0.004 0.023 -0.021
H -1.5362 5.4588 1.3896 0.024 0.005 0.014
H 0.8236 6.7316 -1.1808 0.004 -0.008 -0.016
H 0.9786 5.2568 -2.1423 0.015 0.005 0.006
H 1.7530 5.3674 -0.5481 -0.018 0.020 0.009
H -1.7251 6.5336 -1.4419 -0.016 -0.020 -0.012
H -2.5723 5.0840 -0.8940 0.024 0.019 0.004
H -1.5466 5.0259 -2.3454 0.005 0.017 0.020

Record 2
50
Properties=species:S:1:pos:R:3:forces:R:3 method="wB97M-V/def2-TZVPD" homo_energy_ev=-7.548 orbital_gap_ev=8.3 smiles="CCOC(=O)[C@@H]1CCCN(C(=O)c2cc3cc(OC)c(OC)cc3[nH]2)C1" relative_energy_kcal_mol=38.7
C 5.7396 -2.0746 0.7618 -0.331 0.132 -0.308
C 4.5041 -1.2844 0.3778 0.041 0.207 0.524
O 4.1856 -1.5745 -0.9867 0.324 -0.279 -0.048
C 3.2144 -0.8592 -1.5366 0.073 0.004 -0.414
O 2.7023 0.1008 -1.0135 0.004 0.176 0.080
C 2.8365 -1.4483 -2.8866 -0.108 -0.048 -0.022
C 2.1892 -0.4389 -3.8401 0.022 0.158 0.306
C 0.8181 0.0189 -3.3409 -0.098 -0.130 -0.127
C -0.0639 -1.1818 -2.9905 -0.211 0.557 -0.201
N 0.6267 -2.0450 -2.0554 -0.092 -0.163 0.046
C 0.6021 -1.8579 -0.7076 -0.132 -0.362 -0.029
O 1.4261 -2.3752 0.0319 0.069 0.073 0.157
C -0.4633 -0.9908 -0.1589 -0.426 -0.017 0.132
C -1.8317 -1.0436 -0.2123 0.409 -0.169 -0.108
C -2.3169 0.0293 0.5820 0.382 0.353 0.268
C -3.5859 0.4908 0.9276 0.064 0.328 0.254
C -3.7208 1.6055 1.7309 -0.158 -0.262 -0.084
O -5.0155 1.9943 1.9681 0.271 0.109 -0.323
C -5.3537 2.6064 3.1928 -0.242 0.184 0.310
C -2.5690 2.2964 2.2022 0.076 0.096 0.066
O -2.7869 3.4266 2.9511 -0.242 -0.354 -0.309
C -1.6765 4.1314 3.4418 0.167 0.113 0.072
C -1.3039 1.8340 1.8900 -0.008 0.206 0.143
C -1.1843 0.7045 1.0890 -0.705 -0.064 -0.029
N -0.0768 0.0534 0.6414 0.387 -0.081 -0.067
C 1.8426 -2.5964 -2.6074 0.450 -0.290 0.153
H 5.5529 -3.1372 0.6356 0.035 -0.131 0.035
H 6.5806 -1.7905 0.1344 0.118 0.008 -0.014
H 5.9885 -1.8788 1.8007 0.037 0.008 0.104
H 4.6666 -0.2056 0.4824 -0.048 -0.184 -0.005
H 3.6398 -1.5735 0.9859 0.097 0.104 -0.091
H 3.7447 -1.8678 -3.3275 -0.067 0.005 0.053
H 2.8425 0.4275 -3.9575 0.021 -0.016 -0.093
H 2.0813 -0.9163 -4.8178 0.054 -0.007 -0.027
H 0.3280 0.6237 -4.1050 -0.034 0.033 -0.015
H 0.9489 0.6301 -2.4481 -0.089 0.025 -0.059
H -1.0042 -0.8468 -2.5555 0.088 -0.091 -0.148
H -0.2792 -1.7714 -3.8878 -0.055 0.009 0.050
H -2.4228 -1.7753 -0.7267 -0.054 -0.175 -0.152
H -4.4787 -0.0002 0.5756 -0.152 -0.036 -0.006
H -5.0966 3.6679 3.2024 -0.056 -0.147 0.029
H -6.4348 2.4945 3.2834 0.064 -0.004 0.043
H -4.8675 2.1115 4.0374 -0.007 0.011 -0.017
H -2.0875 4.9717 4.0001 0.086 -0.039 -0.026
H -1.0480 4.5115 2.6295 -0.010 -0.030 0.032
H -1.0699 3.5147 4.1135 -0.012 0.015 -0.041
H -0.4172 2.3351 2.2421 0.046 0.120 0.083
H 0.8862 0.3148 0.7796 -0.015 -0.011 -0.025
H 2.2648 -3.2993 -1.8871 -0.056 0.028 -0.185
H 1.6065 -3.1184 -3.5381 0.022 0.028 0.030

Record 3
51
Properties=species:S:1:pos:R:3:forces:R:3 method="wB97M-V/def2-TZVPD" homo_energy_ev=-8.318 orbital_gap_ev=9.0 smiles="Cc1ccc(N(CC(=O)NC(C)C)C(=O)CCC(=O)Nc2nccs2)cc1" relative_energy_kcal_mol=4.4
C -6.0880 -0.8612 -1.5717 0.024 -0.069 0.014
C -4.7978 -0.3476 -1.0106 0.004 0.044 -0.001
C -4.7451 0.2193 0.2555 -0.001 -0.071 -0.024
C -3.5497 0.6698 0.7847 0.159 0.042 -0.121
C -2.3774 0.5407 0.0520 -0.508 -0.086 -0.102
N -1.1469 1.0176 0.5679 0.095 0.295 -0.416
C -0.4212 1.9964 -0.2274 0.257 -0.024 0.155
C 0.8957 1.3796 -0.7180 -0.224 0.591 0.176
O 0.9028 0.3792 -1.4111 -0.122 -0.275 -0.263
N 1.9956 2.0442 -0.3412 0.270 0.284 -0.063
C 3.3447 1.5677 -0.5841 0.219 0.006 -0.139
C 4.1040 2.5760 -1.4439 -0.136 -0.297 0.037
C 4.0424 1.3278 0.7506 -0.188 -0.108 -0.186
C -0.5151 0.5876 1.6899 -0.344 -0.168 0.429
O 0.5293 1.1100 2.0433 0.211 0.023 0.147
C -1.1027 -0.5941 2.4358 0.074 -0.105 -0.017
C -0.3002 -1.8495 2.0525 -0.105 0.222 0.157
C -0.6290 -2.2150 0.6264 0.045 -0.245 0.200
O -1.7564 -2.4361 0.2429 -0.104 -0.057 0.096
N 0.3986 -2.2732 -0.2877 -0.448 -0.144 -0.638
C 1.7498 -2.1692 -0.1406 0.993 -0.057 -0.601
N 2.4165 -2.0877 0.9574 -0.669 -0.030 0.429
C 3.7529 -2.0564 0.7341 0.529 -0.026 -0.590
C 4.1329 -2.1239 -0.5641 -0.082 -0.056 0.055
S 2.7489 -2.2264 -1.5900 -0.126 -0.009 0.641
C -2.4205 -0.0066 -1.2242 -0.031 0.083 0.082
C -3.6211 -0.4456 -1.7440 -0.051 0.105 0.084
H -6.1381 -1.9430 -1.4464 -0.089 -0.070 -0.027
H -6.9401 -0.4199 -1.0605 -0.088 0.004 -0.011
H -6.1616 -0.6445 -2.6354 -0.069 -0.001 -0.063
H -5.6511 0.3155 0.8365 -0.101 0.016 0.039
H -3.5239 1.1262 1.7640 0.026 0.052 0.071
H -1.0349 2.2664 -1.0877 0.105 -0.027 0.095
H -0.2291 2.8839 0.3834 -0.029 -0.035 -0.118
H 1.9058 2.7586 0.3648 -0.198 -0.122 0.016
H 3.2416 0.6266 -1.1329 -0.001 0.114 0.125
H 5.1051 2.2082 -1.6511 0.168 0.011 -0.036
H 3.5879 2.7321 -2.3877 -0.024 0.042 -0.095
H 4.1842 3.5302 -0.9273 0.035 0.132 0.051
H 5.0023 0.8431 0.5949 0.131 -0.008 0.013
H 3.4248 0.6957 1.3836 -0.017 -0.061 0.085
H 4.2081 2.2735 1.2634 0.049 0.140 0.095
H -2.1516 -0.7543 2.1964 0.074 -0.012 0.116
H -0.9853 -0.4090 3.5042 -0.015 0.056 -0.088
H -0.6131 -2.6779 2.6914 0.029 -0.029 -0.081
H 0.7668 -1.6770 2.1775 -0.216 -0.061 0.114
H 0.0802 -2.3752 -1.2455 -0.098 0.017 0.268
H 4.4103 -1.9865 1.5812 0.210 0.027 0.081
H 5.1202 -2.1198 -0.9774 0.247 -0.002 -0.053
H -1.5058 -0.0945 -1.7917 0.133 -0.009 -0.022
H -3.6457 -0.8817 -2.7320 -0.001 -0.047 -0.117

Record 4
53
Properties=species:S:1:pos:R:3:forces:R:3 method="wB97M-V/def2-TZVPD" homo_energy_ev=-8.387 orbital_gap_ev=8.7 smiles="CCCc1cc(=O)[nH]c(SCC(=O)N2CCN(S(=O)(=O)c3ccccc3)CC2)n1" relative_energy_kcal_mol=7.0
C -1.6485 3.8370 2.3594 -0.184 -0.193 -0.074
C -2.0511 2.3938 2.0826 0.163 0.124 0.132
C -1.3446 1.4245 3.0349 -0.248 0.078 -0.247
C -1.4349 -0.0003 2.5746 -0.447 -0.284 0.118
C -2.6021 -0.5922 2.2098 0.117 0.235 0.111
C -2.6279 -1.9490 1.7404 0.042 0.002 0.147
O -3.5799 -2.5794 1.3308 -0.206 -0.137 -0.116
N -1.3660 -2.5653 1.8083 0.140 -0.121 -0.049
C -0.2536 -1.9047 2.1758 0.159 0.247 0.450
S 1.2112 -2.8589 2.2083 0.315 -0.291 0.147
C 2.4947 -1.5808 2.4298 -0.335 -0.326 -0.199
C 3.1372 -1.3050 1.0806 0.066 0.210 0.253
O 3.9031 -2.1149 0.5959 0.136 -0.442 0.012
N 2.8659 -0.1299 0.4645 0.034 0.124 -0.304
C 1.9467 0.8983 0.9165 -0.087 0.295 0.252
C 1.3603 1.6386 -0.2964 -0.071 0.191 0.466
N 1.0915 0.7198 -1.3815 -1.038 -0.613 0.078
S -0.1808 -0.3420 -1.0573 0.293 0.357 -0.591
O 0.2721 -1.5425 -0.4091 0.092 -0.101 -0.519
O -1.1918 0.4302 -0.3988 -0.108 0.243 -0.161
C -0.7018 -0.7375 -2.7164 0.218 0.012 0.474
C -0.6171 -2.0351 -3.1803 0.065 -0.130 0.147
C -1.0295 -2.3166 -4.4732 -0.025 0.027 -0.009
C -1.5186 -1.2997 -5.2775 0.014 -0.075 -0.002
C -1.6013 -0.0008 -4.7978 0.011 0.081 0.112
C -1.1904 0.2847 -3.5069 -0.095 0.129 -0.108
C 2.2815 0.0555 -1.8889 0.461 -0.195 -0.322
C 3.4157 0.0889 -0.8564 0.077 -0.140 -0.150
N -0.2457 -0.6695 2.5614 0.208 -0.221 0.104
H -1.8962 4.1134 3.3824 0.017 0.102 0.106
H -2.1706 4.5130 1.6866 -0.011 0.137 -0.026
H -0.5778 3.9732 2.2188 0.126 0.052 0.006
H -3.1312 2.2944 2.1953 -0.056 -0.052 -0.085
H -1.8031 2.1187 1.0565 -0.085 0.038 0.028
H -1.7840 1.5048 4.0332 0.091 0.034 0.043
H -0.2885 1.6891 3.1149 0.009 -0.042 0.048
H -3.5357 -0.0569 2.2164 -0.123 0.049 -0.027
H -1.2973 -3.5149 1.4617 -0.107 0.123 -0.003
H 2.0247 -0.7342 2.9191 0.043 0.038 0.052
H 3.2473 -2.0392 3.0716 -0.048 0.091 -0.081
H 2.4704 1.6097 1.5707 -0.152 0.017 -0.011
H 1.1198 0.4413 1.4655 0.246 0.125 0.004
H 0.4097 2.0953 -0.0223 0.176 0.193 0.108
H 2.0340 2.4150 -0.6683 -0.108 -0.056 -0.024
H -0.2374 -2.8017 -2.5231 0.052 -0.130 0.026
H -0.9717 -3.3264 -4.8493 0.009 -0.083 -0.019
H -1.8417 -1.5207 -6.2838 -0.021 -0.017 -0.084
H -1.9881 0.7853 -5.4282 -0.031 0.073 -0.035
H -1.2478 1.2795 -3.0958 -0.032 0.183 -0.048
H 2.0106 -0.9789 -2.1083 0.268 0.011 -0.099
H 2.5949 0.5445 -2.8183 0.017 -0.113 0.054
H 3.9298 1.0549 -0.8752 0.017 -0.069 -0.043
H 4.1358 -0.7067 -1.0532 -0.064 0.211 -0.039

Record 5
50
Properties=species:S:1:pos:R:3:forces:R:3 method="wB97M-V/def2-TZVPD" homo_energy_ev=-11.807 orbital_gap_ev=7.8 charge=+1
F 0.4764 -0.5566 -4.4394 0.734 0.767 1.131
C 0.9937 0.2564 -3.4482 -0.441 -0.234 -0.962
C 1.0486 1.6209 -3.7075 0.065 -0.107 0.553
C 1.5071 2.4058 -2.6525 -0.142 0.705 -0.273
F 1.4877 3.7725 -2.8223 0.296 -1.405 0.213
C 1.9094 1.8814 -1.4273 -0.200 -0.069 0.245
C 1.7405 0.5084 -1.1740 0.585 0.152 -0.732
C 1.8033 -0.0707 0.2273 3.210 1.015 -1.175
C 2.5984 -1.3243 0.5385 0.040 -0.309 0.365
C 2.9436 -1.5307 1.8898 -0.248 0.356 -0.421
C 3.3272 -2.7807 2.3416 0.102 -0.013 -0.168
C 3.4031 -3.8504 1.4534 0.242 -0.509 -0.074
C 3.1835 -3.6104 0.1088 0.073 0.058 -0.474
F 3.2968 -4.6339 -0.7901 0.038 0.761 0.701
C 2.8360 -2.3480 -0.3795 -0.002 -0.329 0.309
C 1.3541 -0.3101 -2.2353 -0.498 0.035 -0.371
H 0.7393 2.0505 -4.6540 0.027 -0.084 0.151
H 2.3406 2.5387 -0.6739 -0.320 -0.036 -0.093
H 2.1174 0.7263 0.9103 -0.072 -0.213 -0.052
H 2.9485 -0.6681 2.5599 -0.262 -0.341 -0.031
H 3.5713 -2.9222 3.3875 0.022 -0.045 -0.085
H 3.7003 -4.8532 1.7792 -0.196 0.435 -0.129
H 2.7968 -2.1793 -1.4490 -0.162 -0.262 0.210
H 1.2708 -1.3804 -2.1306 -0.265 0.107 -0.012
C -2.7263 2.2070 -1.0944 0.373 -0.243 -0.503
C -1.8343 0.9886 -0.8565 -0.082 -0.214 -0.093
N -2.0083 0.3852 0.5508 0.667 -0.228 -0.229
C -1.7488 1.4390 1.6290 -0.028 -0.555 -0.357
C -0.3500 2.0049 1.5213 -0.181 0.404 0.448
C -3.4504 -0.0828 0.7198 0.520 0.276 -0.409
C -3.6797 -0.7911 2.0338 -0.941 0.042 -0.013
B -1.2000 -0.9336 0.7402 -0.502 0.084 -0.139
Br -1.2594 -2.2258 -0.6474 0.180 0.241 0.399
H 0.8000 -0.2650 0.3937 -2.196 -0.678 0.894
H -2.5281 2.5295 -2.1286 -0.105 -0.027 0.357
H -3.7872 1.9553 -1.0348 0.138 0.162 -0.016
H -2.4911 3.0442 -0.4370 -0.054 -0.028 -0.085
H -2.0921 0.1758 -1.5544 0.069 0.398 0.278
H -0.7638 1.2210 -1.0208 -0.579 -0.131 0.274
H -2.5366 2.1860 1.4608 0.348 -0.127 0.320
H -1.9240 0.9252 2.5827 0.220 0.394 -0.289
H -0.1953 2.7056 2.3542 -0.048 -0.126 -0.286
H 0.4015 1.2223 1.6204 -0.260 0.234 0.066
H -0.2043 2.5471 0.5816 0.081 -0.079 0.219
H -3.9963 0.8550 0.6461 -0.436 -0.321 0.090
H -3.6496 -0.7198 -0.1517 -0.181 0.199 0.308
H -4.7524 -1.0229 2.0379 0.240 -0.136 0.177
H -3.1354 -1.7293 2.1346 0.005 0.023 0.006
H -3.5000 -0.1454 2.8948 -0.012 -0.223 -0.086
H -0.7823 -1.2176 1.8111 0.140 0.225 -0.156

Record 6
55
Properties=species:S:1:pos:R:3:forces:R:3 method="wB97M-V/def2-TZVPD" homo_energy_ev="-11.552 / -11.556" orbital_gap_ev="9.2 / 5.4" relative_energy_kcal_mol=0.0 multiplicity=2 charge=+1 s2=0.76
Tl -0.8645 0.8635 -2.1454 0.018 -0.121 -0.034
C -1.8724 4.3650 -0.3693 0.029 -0.029 -0.088
C -1.4293 3.4545 0.6940 -0.021 -0.094 0.259
C -1.4086 3.6187 2.0879 -0.033 -0.019 -0.370
C -0.9323 2.4429 2.5705 0.106 -0.353 -0.058
N -0.6458 1.5970 1.4547 -0.061 0.047 0.401
N -0.9511 2.1716 0.3706 -0.043 0.584 -0.195
B -0.0441 0.0886 1.5161 0.094 -0.142 0.043
N 1.1787 0.0103 0.5931 -0.153 0.096 -0.112
C 2.4073 -0.4402 0.9150 0.030 -0.022 0.028
C 3.1954 -0.3931 -0.2077 0.070 -0.051 0.018
C 2.3601 0.1116 -1.2122 0.012 0.037 -0.129
C 2.6859 0.3719 -2.6489 -0.025 0.000 0.043
N 1.1490 0.3492 -0.7250 -0.057 -0.001 0.172
N -1.1739 -0.8371 1.0510 -0.048 0.075 -0.044
C -1.7919 -1.8929 1.6249 0.033 -0.017 -0.014
C -2.7245 -2.3859 0.7502 -0.015 -0.067 0.024
C -2.6245 -1.5629 -0.3794 -0.075 0.032 -0.144
C -3.3978 -1.6472 -1.6572 0.026 0.007 0.037
N -1.6949 -0.6369 -0.1936 0.066 0.020 0.135
N 0.4101 -0.0326 2.9609 0.040 0.076 0.002
C 0.1784 -0.8431 4.0258 0.045 0.050 -0.083
C 0.9105 -0.3743 5.0841 -0.012 -0.025 0.050
C 1.5771 0.7641 4.5913 0.134 0.140 0.016
C 2.5186 1.6750 5.3151 -0.047 -0.040 -0.017
N 1.2753 0.9666 3.3190 -0.065 -0.185 0.026
H -2.2082 5.3144 0.0371 -0.003 0.006 -0.011
H -2.6832 3.9052 -0.9423 0.006 0.007 0.016
H -1.0545 4.5384 -1.0754 -0.010 0.005 0.016
H -1.7254 4.4816 2.6454 0.004 0.011 0.021
H -0.7736 2.0941 3.5758 -0.016 -0.029 -0.042
H 2.6418 -0.7532 1.9170 -0.009 0.014 0.024
H 4.2307 -0.6747 -0.2944 -0.017 0.000 0.007
H 3.7531 0.2507 -2.8222 0.001 -0.001 0.000
H 2.4135 1.3876 -2.9397 0.000 0.002 0.009
H 2.1542 -0.3233 -3.3007 0.004 -0.003 0.018
H -1.5349 -2.2536 2.6007 -0.009 0.027 0.005
H -3.3830 -3.2238 0.9004 0.006 0.010 0.002
H -4.2334 -2.3352 -1.5472 -0.003 0.000 -0.006
H -2.7655 -2.0062 -2.4709 0.002 -0.001 0.026
H -3.7995 -0.6743 -1.9436 0.002 0.004 0.011
H -0.4711 -1.6956 3.9883 0.031 -0.023 -0.017
H 0.9659 -0.7932 6.0743 -0.013 0.003 -0.007
H 2.6272 1.3662 6.3527 -0.003 0.003 -0.001
H 2.1601 2.7042 5.2991 -0.011 -0.003 -0.006
H 3.5035 1.6636 4.8491 -0.004 -0.016 -0.010
C 0.5558 -2.5433 -6.5311 -0.016 0.002 0.054
C -0.0293 -3.2684 -5.3150 0.046 0.119 0.046
C -0.1103 -2.3912 -4.1410 -0.012 -0.182 -0.107
N -0.1723 -1.7015 -3.2254 -0.017 0.053 -0.045
H 0.6197 -3.2332 -7.3698 -0.006 -0.002 0.000
H 1.5556 -2.1696 -6.3164 0.002 -0.004 -0.009
H -0.0728 -1.7035 -6.8222 0.006 0.002 -0.006
H 0.5792 -4.1313 -5.0439 0.008 -0.004 0.031
H -1.0343 -3.6355 -5.5242 -0.020 -0.002 0.014